{
  "formula": "C22H28N4O5",
  "method": "wB97M-V/def2-TZVPD",
  "symbols": ["C", "O", "C", "C", "C", "C", "C", "O", "N", "C", "C", "C", "N", "N", "C", "C", "C", "N", "C", "O", "C", "C", "C", "C", "C", "C", "O", "C", "C", "O", "C", "H", "H", "H", "H", "H", "H", "H", "H", "H", "H", "H", "H", "H", "H", "H", "H", "H", "H", "H", "H", "H", "H", "H", "H", "H", "H", "H", "H"],
  "coordinates": [[6.698, 2.673, 0.712], [5.716, 2.230, -0.191], [4.826, 1.271, 0.219], [4.855, 0.701, 1.486], [3.965, -0.293, 1.848], [3.008, -0.730, 0.949], [2.122, -1.901, 1.260], [2.572, -3.031, 1.281], [0.825, -1.629, 1.522], [0.223, -0.321, 1.516], [-0.778, -0.200, 0.366], [-1.827, -1.315, 0.463], [-2.739, -1.255, -0.655], [-2.521, -1.981, -1.756], [-3.478, -1.664, -2.602], [-4.344, -0.705, -2.063], [-3.829, -0.457, -0.806], [-4.247, 0.405, 0.198], [-5.345, 1.225, 0.129], [-6.077, 1.279, -0.833], [-5.543, 2.046, 1.358], [-6.966, 2.360, 1.749], [-6.114, 3.431, 1.171], [-1.121, -2.671, 0.492], [-0.125, -2.712, 1.649], [2.951, -0.158, -0.320], [1.957, -0.567, -1.184], [2.393, -1.386, -2.256], [3.849, 0.849, -0.704], [3.689, 1.298, -1.981], [4.178, 2.561, -2.373], [6.254, 3.135, 1.599], [7.363, 1.859, 1.017], [7.273, 3.421, 0.168], [5.594, 1.019, 2.203], [4.022, -0.738, 2.828], [-0.293, -0.176, 2.476], [0.999, 0.439, 1.421], [-0.240, -0.302, -0.577], [-1.253, 0.783, 0.389], [-2.409, -1.200, 1.391], [-3.521, -2.130, -3.566], [-5.206, -0.255, -2.504], [-3.687, 0.421, 1.037], [-4.821, 1.901, 2.152], [-7.738, 1.941, 1.121], [-7.205, 2.386, 2.801], [-6.312, 3.733, 0.154], [-5.747, 4.217, 1.812], [-1.853, -3.472, 0.596], [-0.598, -2.809, -0.453], [-0.649, -2.619, 2.608], [0.439, -3.646, 1.640], [1.499, -1.619, -2.832], [2.839, -2.310, -1.875], [3.114, -0.861, -2.886], [3.709, 2.759, -3.337], [3.893, 3.341, -1.664], [5.264, 2.558, -2.489]],
  "lowdin_charge": [-0.0787, -0.1095, -0.1829, -0.0124, -0.0120, -0.0908, -0.4095, 0.0808, -0.0406, -0.1280, -0.0973, -0.2702, -0.0725, 0.0740, -0.1439, -0.0029, -0.2290, 0.1649, -0.4399, 0.0924, -0.1992, -0.0985, -0.0985, -0.1103, -0.1244, -0.1616, -0.1021, -0.0439, -0.1143, -0.0636, -0.0622, 0.0977, 0.0983, 0.0960, 0.1027, 0.1234, 0.1308, 0.1271, 0.1146, 0.1181, 0.1493, 0.0975, 0.0892, 0.1260, 0.1311, 0.1072, 0.1011, 0.1072, 0.1009, 0.1241, 0.1168, 0.1300, 0.1236, 0.0968, 0.1012, 0.0883, 0.0960, 0.1004, 0.0911],
  "fmax_ha_per_bohr": 0.0160,
  "smiles": "COc1ccc(C(=O)N2CCC(n3nccc3NC(=O)C3CC3)CC2)c(OC)c1OC",
  "homo_energy_ev": -8.36,
  "relative_energy_kj_mol": 284.4,
  "total_charge": 0,
  "multiplicity": 1,
  "homo_lumo_gap_ev": 8.8
}

---

{
  "formula": "C22H28N6S",
  "method": "wB97M-V/def2-TZVPD",
  "symbols": ["C", "C", "C", "C", "C", "C", "N", "N", "N", "N", "C", "C", "C", "C", "C", "S", "N", "C", "C", "N", "C", "C", "C", "C", "C", "C", "C", "C", "C", "H", "H", "H", "H", "H", "H", "H", "H", "H", "H", "H", "H", "H", "H", "H", "H", "H", "H", "H", "H", "H", "H", "H", "H", "H", "H", "H", "H"],
  "coordinates": [[-3.791, -0.338, 2.398], [-3.085, -1.514, 2.216], [-1.748, -1.472, 1.858], [-1.111, -0.253, 1.683], [0.358, -0.182, 1.315], [1.016, 0.678, 2.336], [1.177, 1.981, 2.309], [1.768, 2.314, 3.448], [1.976, 1.302, 4.175], [1.519, 0.230, 3.517], [1.556, -1.082, 4.098], [0.198, -1.548, 4.520], [-0.297, -2.815, 4.493], [-1.612, -2.899, 5.004], [-2.091, -1.695, 5.403], [-0.952, -0.431, 5.178], [0.528, 0.381, -0.014], [1.923, 0.499, -0.394], [2.033, 1.192, -1.748], [1.325, 0.413, -2.743], [1.616, 0.799, -4.112], [1.098, -0.246, -5.126], [0.027, 0.466, -5.950], [0.536, 1.903, -6.007], [1.033, 2.155, -4.586], [-0.071, 0.338, -2.365], [-0.178, -0.383, -1.026], [-1.826, 0.926, 1.852], [-3.161, 0.881, 2.209], [-4.832, -0.373, 2.683], [-3.572, -2.468, 2.353], [-1.200, -2.393, 1.715], [0.796, -1.203, 1.381], [1.987, -1.794, 3.384], [2.222, -1.003, 4.965], [0.256, -3.661, 4.126], [-2.170, -3.816, 5.064], [-3.051, -1.463, 5.818], [2.446, 1.098, 0.353], [2.403, -0.496, -0.459], [3.086, 1.261, -2.029], [1.625, 2.212, -1.651], [2.709, 0.836, -4.170], [1.915, -0.553, -5.779], [0.726, -1.135, -4.619], [-0.936, 0.437, -5.436], [-0.099, 0.024, -6.938], [-0.234, 2.612, -6.311], [1.366, 1.972, -6.713], [1.774, 2.952, -4.541], [0.194, 2.437, -3.950], [-0.628, -0.218, -3.119], [-0.529, 1.334, -2.243], [-1.229, -0.466, -0.740], [0.245, -1.400, -1.127], [-1.322, 1.869, 1.701], [-3.711, 1.800, 2.346]],
  "lowdin_charge": [-0.0895, -0.0888, -0.0585, -0.2165, -0.2167, -0.2734, 0.0860, -0.0307, 0.0439, -0.0793, -0.1354, -0.5134, -0.1449, -0.1928, -0.4042, 1.0635, -0.1057, -0.1661, -0.1658, -0.1454, -0.3060, -0.1422, -0.1987, -0.1961, -0.1401, -0.1652, -0.1545, -0.0323, -0.0719, 0.1021, 0.1072, 0.1170, 0.1559, 0.1340, 0.1328, 0.1138, 0.1033, 0.0673, 0.1109, 0.1308, 0.1245, 0.1326, 0.1379, 0.1102, 0.1054, 0.1045, 0.1046, 0.1058, 0.1110, 0.1091, 0.1030, 0.1166, 0.1254, 0.1222, 0.1341, 0.1141, 0.1046],
  "fmax_ha_per_bohr": 0.0281,
  "smiles": "c1ccc([C@H](c2nnnn2Cc2cccs2)N2CCN(C3CCCC3)CC2)cc1",
  "homo_energy_ev": -8.34,
  "total_charge": 0,
  "multiplicity": 1,
  "homo_lumo_gap_ev": 9.0
}

---

{
  "formula": "C22H29B2F12N3O12",
  "method": "wB97M-V/def2-TZVPD",
  "symbols": ["C", "B", "O", "C", "C", "N", "C", "C", "N", "O", "N", "O", "B", "C", "O", "H", "H", "H", "H", "H", "H", "H", "H", "H", "C", "C", "O", "C", "O", "C", "F", "F", "F", "H", "H", "H", "H", "H", "C", "C", "O", "C", "O", "C", "F", "F", "F", "H", "H", "H", "H", "H", "C", "C", "O", "C", "O", "C", "F", "F", "F", "H", "H", "H", "H", "H", "C", "C", "O", "C", "O", "C", "F", "F", "F", "H", "H", "H", "H", "H"],
  "coordinates": [[0.182, 1.762, -6.476], [-0.016, 1.953, -4.918], [-0.412, 0.915, -4.158], [0.227, 3.422, -4.318], [-0.995, 4.142, -4.640], [-2.003, 4.656, -4.898], [0.453, 3.536, -2.789], [-0.778, 3.122, -2.132], [-1.688, 2.810, -1.485], [0.584, 4.912, -2.378], [1.618, 5.578, -3.111], [1.181, 6.460, -3.716], [1.643, 2.597, -2.207], [3.122, 3.078, -2.036], [1.327, 1.324, -1.819], [-0.418, 0.954, -6.866], [1.223, 1.657, -6.750], [-0.197, 2.656, -6.962], [-0.850, 0.277, -4.719], [1.005, 3.899, -4.898], [3.655, 2.369, -1.426], [3.643, 3.250, -2.970], [3.125, 4.012, -1.485], [0.875, 1.321, -0.972], [-3.758, 0.563, -1.597], [-5.038, 0.113, -0.931], [-5.246, -1.306, -1.105], [-4.580, -2.078, -0.270], [-3.833, -1.718, 0.588], [-4.915, -3.553, -0.525], [-4.932, -3.847, -1.826], [-6.116, -3.859, -0.027], [-4.008, -4.326, 0.059], [-3.756, 0.275, -2.650], [-3.652, 1.636, -1.527], [-2.889, 0.100, -1.131], [-5.900, 0.596, -1.386], [-5.043, 0.365, 0.128], [-1.529, 6.283, 0.110], [-1.723, 5.332, 1.269], [-0.579, 5.343, 2.147], [-0.539, 6.317, 3.039], [-1.349, 7.178, 3.187], [0.711, 6.160, 3.915], [1.789, 5.871, 3.182], [0.535, 5.169, 4.795], [0.959, 7.272, 4.591], [-0.605, 6.053, -0.419], [-2.361, 6.204, -0.589], [-1.462, 7.316, 0.452], [-1.808, 4.310, 0.907], [-2.629, 5.558, 1.829], [-0.046, -5.101, 0.511], [-0.669, -3.780, 0.906], [0.343, -2.790, 1.181], [0.838, -2.173, 0.123], [0.537, -2.359, -1.014], [1.856, -1.115, 0.570], [2.671, -1.583, 1.516], [1.220, -0.043, 1.067], [2.599, -0.710, -0.450], [0.656, -5.435, 1.274], [-0.816, -5.860, 0.382], [0.510, -5.009, -0.423], [-1.235, -3.892, 1.827], [-1.355, -3.413, 0.146], [4.645, -5.703, 6.063], [3.271, -6.309, 5.882], [2.964, -6.492, 4.488], [3.449, -7.586, 3.926], [4.108, -8.424, 4.457], [2.998, -7.654, 2.461], [3.123, -6.471, 1.855], [1.712, -8.017, 2.386], [3.708, -8.540, 1.781], [4.728, -4.773, 5.500], [4.832, -5.495, 7.115], [5.421, -6.376, 5.700], [2.507, -5.636, 6.265], [3.175, -7.253, 6.415]],
  "lowdin_charge": [0.0194, -0.4792, 0.2019, -0.1228, -0.2040, 0.2103, -0.3112, -0.1168, 0.2567, -0.0774, 0.0177, 0.1388, -0.4187, 0.0283, 0.1532, 0.0646, 0.0740, 0.0699, 0.1169, 0.1472, 0.0654, 0.0740, 0.0681, 0.1075, -0.0775, -0.1846, 0.0422, -0.4132, 0.1656, -0.5577, 0.1721, 0.1742, 0.1666, 0.0845, 0.0391, 0.0739, 0.1256, 0.1258, -0.0543, -0.1919, 0.0348, -0.4106, 0.1761, -0.5595, 0.1662, 0.1699, 0.1777, 0.0616, 0.0884, 0.0796, 0.1053, 0.1253, -0.0469, -0.1907, 0.0440, -0.4067, 0.1770, -0.5535, 0.1751, 0.1636, 0.1748, 0.0670, 0.0856, 0.0818, 0.1297, 0.1102, -0.0585, -0.1950, 0.0341, -0.4082, 0.1786, -0.5579, 0.1643, 0.1661, 0.1808, 0.0836, 0.0830, 0.0787, 0.1250, 0.1253],
  "fmax_ha_per_bohr": 0.0407,
  "smiles": "CB(O)[C@@H](C#N)[C@](C#N)(ON=O)B(C)O.CCOC(=O)C(F)(F)F.CCOC(=O)C(F)(F)F.CCOC(=O)C(F)(F)F.CCOC(=O)C(F)(F)F",
  "homo_energy_ev": -10.73,
  "total_charge": 0,
  "multiplicity": 1,
  "homo_lumo_gap_ev": 9.9
}

---

{
  "formula": "C22H29BaN8O2",
  "method": "wB97M-V/def2-TZVPD",
  "symbols": ["Ba", "N", "C", "C", "N", "C", "C", "N", "C", "C", "N", "H", "H", "H", "H", "H", "H", "H", "H", "H", "H", "H", "H", "H", "H", "H", "H", "H", "H", "O", "C", "O", "C", "C", "C", "C", "C", "N", "H", "H", "H", "H", "N", "C", "C", "C", "C", "C", "C", "C", "N", "C", "C", "N", "C", "H", "H", "H", "H", "H", "H", "H"],
  "coordinates": [[-0.313, -0.027, -0.271], [-0.180, -2.028, 1.571], [1.218, -2.342, 1.912], [1.905, -1.153, 2.579], [1.925, 0.084, 1.781], [1.689, 1.257, 2.639], [0.223, 1.446, 3.006], [-0.564, 1.757, 1.803], [3.197, 0.247, 1.063], [3.381, -0.727, -0.092], [2.244, -0.615, -1.015], [-0.689, -1.815, 2.425], [-0.617, -2.871, 1.207], [1.726, -2.612, 0.987], [1.293, -3.189, 2.601], [2.926, -1.452, 2.850], [1.376, -0.955, 3.514], [2.006, 2.148, 2.092], [2.291, 1.206, 3.556], [0.160, 2.234, 3.762], [-0.177, 0.531, 3.449], [-0.294, 2.676, 1.461], [-1.545, 1.842, 2.054], [4.052, 0.154, 1.748], [3.215, 1.258, 0.647], [3.441, -1.750, 0.279], [4.340, -0.506, -0.569], [2.341, -1.292, -1.767], [2.278, 0.292, -1.478], [-2.094, 1.381, -3.177], [-1.187, 0.637, -2.808], [-0.132, 0.952, -2.181], [-1.403, -0.859, -3.029], [-2.147, -1.304, -4.114], [-2.381, -2.661, -4.245], [-1.878, -3.523, -3.279], [-1.156, -2.989, -2.229], [-0.922, -1.681, -2.092], [-2.519, -0.584, -4.828], [-2.952, -3.051, -5.078], [-2.042, -4.590, -3.338], [-0.745, -3.634, -1.459], [-10.257, 1.606, -4.659], [-9.373, 1.371, -3.964], [-8.277, 1.077, -3.091], [-8.523, 0.638, -1.792], [-7.468, 0.359, -0.945], [-6.158, 0.508, -1.386], [-5.909, 0.947, -2.683], [-6.964, 1.231, -3.528], [-5.071, 0.220, -0.516], [-5.123, -0.342, 0.742], [-3.834, -0.440, 1.162], [-2.983, 0.046, 0.192], [-3.762, 0.434, -0.794], [-9.541, 0.521, -1.447], [-7.680, 0.032, 0.063], [-4.896, 1.075, -3.045], [-6.771, 1.575, -4.535], [-6.035, -0.627, 1.232], [-3.471, -0.827, 2.100], [-3.411, 0.890, -1.706]],
  "lowdin_charge": [2.0602, -0.1282, -0.2448, -0.1803, -0.2205, -0.1975, -0.2480, -0.1254, -0.1943, -0.2409, -0.1063, 0.0763, 0.0767, 0.0953, 0.1226, 0.1330, 0.1180, 0.1224, 0.1345, 0.1220, 0.1025, 0.0871, 0.0741, 0.1326, 0.1232, 0.1031, 0.1230, 0.0898, 0.0687, 0.0303, -0.7126, -0.4001, -0.2263, 0.0184, -0.0271, -0.0401, -0.1274, -0.0845, 0.1284, 0.1186, 0.1128, 0.1090, 0.1741, -0.1761, -0.2235, -0.0069, 0.0021, -0.1589, 0.0142, -0.0026, 0.0035, -0.0323, -0.1368, -0.0892, -0.1337, 0.1282, 0.1073, 0.1084, 0.1291, 0.1168, 0.1004, 0.0974],
  "fmax_ha_per_bohr": 0.0996,
  "homo_energy_ev": -11.40,
  "relative_energy_kj_mol": 147.2,
  "total_charge": 1,
  "multiplicity": 1,
  "homo_lumo_gap_ev": 9.1
}